1.
39
Properties=species:S:1:pos:R:3:forces:R:3 method="wB97M-V/def2-TZVPD" total_charge=0 spin_multiplicity=1 homo_lumo_gap_ev=8.7
O -1.213 -4.828 1.808 -3.274 1.654 4.529
S -2.093 -4.552 3.085 1.775 -1.244 -3.727
O -3.574 -5.405 2.771 1.282 1.998 -0.099
Br -4.368 -4.686 1.273 -0.216 -0.344 0.030
O -2.560 -2.915 3.183 1.450 -1.417 -1.428
C -1.799 -2.067 2.229 -0.019 1.876 -1.073
C -0.221 -1.855 2.626 -0.152 -0.280 0.878
C 0.791 -1.631 1.356 1.617 -0.738 2.391
I -0.062 -0.541 -0.338 0.458 -0.605 0.890
H -2.305 -0.988 2.301 0.904 -2.551 -0.037
H -1.988 -2.430 1.130 0.644 0.465 2.256
H 0.202 -2.797 3.224 -1.024 1.913 -1.432
H -0.195 -0.964 3.420 0.131 -1.773 -2.027
H 1.700 -0.974 1.762 -2.122 -1.343 -1.090
H 1.267 -2.688 1.075 -1.425 2.466 0.083
C -1.051 -1.116 -3.901 0.020 -0.325 0.370
O -1.084 -0.180 -4.976 0.752 0.141 -0.812
C -0.006 -0.235 -5.798 0.362 -0.328 0.087
O 0.944 -0.994 -5.685 -1.384 1.117 -0.177
O -0.167 0.701 -6.768 -0.054 -0.650 0.813
C 0.900 0.757 -7.712 0.376 0.039 -0.357
H -1.961 -0.983 -3.309 0.097 0.192 -0.303
H -1.036 -2.142 -4.283 0.171 0.187 0.083
H -0.189 -0.929 -3.253 -0.085 -0.179 -0.298
H 0.994 -0.194 -8.246 0.092 0.124 0.224
H 1.841 1.019 -7.216 -0.146 -0.219 -0.066
H 0.667 1.539 -8.440 -0.214 -0.113 0.308
C 3.127 3.681 1.679 0.366 -0.228 -0.347
O 2.189 4.338 2.529 -0.763 -0.533 0.670
C 1.381 3.498 3.223 0.030 -0.351 -0.054
O 1.401 2.278 3.172 -0.038 1.665 0.083
O 0.546 4.250 3.984 0.741 -0.449 -0.670
C -0.369 3.494 4.775 -0.345 -0.246 0.304
H 3.721 4.448 1.174 -0.292 0.048 0.260
H 3.805 3.052 2.265 -0.233 -0.009 -0.122
H 2.609 3.089 0.917 0.092 -0.024 0.244
H 0.169 2.858 5.485 -0.094 -0.003 -0.246
H -1.026 2.895 4.137 0.230 -0.013 0.118
H -0.986 4.196 5.342 0.288 0.077 -0.255



2.
30
Properties=species:S:1:pos:R:3:forces:R:3 method="wB97M-V/def2-TZVPD" relative_energy_kcal_mol=34.8 total_charge=0 spin_multiplicity=1 homo_lumo_gap_ev=2.1
C 2.063 1.894 0.582 -0.423 0.105 -0.841
C 1.104 0.652 0.599 1.130 0.194 0.815
C -0.189 1.038 1.327 -1.159 0.977 -1.059
C -1.412 0.135 1.068 2.281 0.544 0.848
C -1.600 0.012 -0.398 -0.880 -1.300 0.001
C -0.434 -0.591 -1.201 -0.497 0.294 -0.191
N 0.814 0.170 -0.816 5.172 0.235 -3.734
O 1.803 0.263 -1.689 -5.259 -0.302 4.382
C -0.800 -0.469 -2.669 1.541 1.228 -1.810
C -0.102 -2.079 -0.988 -0.540 -1.533 0.855
C 1.788 -0.493 1.395 -0.727 -0.141 0.010
H 3.080 1.815 0.200 -0.110 -0.867 -0.091
H 2.181 2.322 1.577 -0.456 -0.278 0.130
H 1.610 2.652 -0.059 -0.153 0.151 0.158
H -0.426 2.020 0.909 -0.233 0.220 0.174
H -0.052 1.205 2.394 0.448 -0.226 -0.073
H -2.268 0.597 1.555 -0.350 -0.385 0.266
H -1.119 -0.809 1.530 -0.803 -0.314 0.040
H -1.956 0.951 -0.822 0.330 0.057 -0.201
H -2.412 -0.706 -0.530 -0.156 0.082 -0.337
H 0.042 -0.747 -3.306 -0.083 -0.923 0.124
H -0.883 0.539 -3.084 -0.422 0.509 0.903
H -1.712 -0.963 -2.999 0.140 -0.414 0.624
H 0.281 -2.429 -0.029 0.328 0.723 0.099
H 0.507 -2.554 -1.756 0.328 0.716 -0.161
H -1.004 -2.695 -1.016 -0.523 0.561 -0.283
H 1.166 -1.386 1.441 0.228 -0.114 -0.411
H 1.736 -0.168 2.434 0.597 0.284 -0.065
H 2.801 -0.694 1.050 -0.085 -0.084 0.082
Br -4.605 0.518 3.301 0.337 0.000 -0.255



3.
54
Properties=species:S:1:pos:R:3:forces:R:3 method="wB97M-V/def2-TZVPD" total_charge=0 spin_multiplicity=2 homo_lumo_gap_ev="8.4 / 4.3"
Ca -0.034 0.257 -0.624 0.562 -0.577 1.562
C 0.360 -4.362 1.496 0.361 1.936 -1.344
F 1.114 -5.364 1.940 -0.248 0.277 -0.784
F -0.580 -4.735 0.605 0.915 -1.065 -1.471
F -0.392 -3.928 2.440 -0.689 1.001 2.972
S 1.411 -2.753 0.890 3.759 -1.091 2.140
O 1.844 -2.171 2.171 -1.061 -0.630 -0.862
O 2.571 -3.266 0.158 -1.565 -0.066 -0.279
O 0.560 -1.857 0.134 -1.111 -0.360 -0.572
C -1.172 1.848 3.887 1.750 -0.453 -1.412
F -0.947 3.007 3.193 0.163 -0.464 0.621
F -0.762 1.981 5.141 0.263 0.041 -0.379
F -2.446 1.646 3.886 -1.944 -0.270 0.041
S -0.293 0.389 2.927 1.290 -3.467 1.417
O -0.220 0.802 1.532 -1.143 1.414 -0.708
O 1.051 0.281 3.437 -0.701 1.141 0.892
O -1.057 -0.866 3.119 -0.121 2.518 -0.062
C 5.130 0.200 0.160 0.032 -0.027 1.830
F 6.081 0.196 1.105 -0.112 0.627 -0.123
F 5.482 0.991 -0.833 -0.239 0.199 -0.090
F 5.012 -1.028 -0.236 -0.589 -0.848 -0.798
S 3.518 0.802 1.002 -1.587 1.652 -2.562
O 2.421 0.498 0.035 2.481 0.069 2.061
O 3.375 0.138 2.320 0.396 0.270 -0.743
O 3.723 2.268 1.137 -0.173 -2.335 0.399
C -0.977 3.056 -2.181 1.954 -0.126 1.623
C -0.354 3.324 -0.813 -0.722 1.911 0.888
O 0.770 2.513 -0.459 -0.903 0.355 -1.601
O -1.249 1.652 -2.115 -0.648 0.639 -1.374
H -0.244 3.273 -2.958 -0.025 -0.112 -0.240
H -1.869 3.662 -2.341 -0.065 -0.097 0.232
H -1.149 3.267 -0.070 -0.196 -0.857 0.250
H -0.142 4.387 -0.695 0.610 0.185 -0.507
H 1.171 2.832 0.353 -0.007 -0.014 0.289
H -1.691 1.527 -2.958 -0.250 -1.080 0.029
C -0.516 -1.739 -3.039 0.299 -1.160 1.259
C 0.691 -0.882 -3.499 -0.979 -0.971 -0.778
O 1.434 -0.174 -2.498 -0.966 -0.617 -0.770
O -1.133 -1.280 -1.854 -0.725 0.927 -0.796
H -0.215 -2.742 -2.734 0.717 -0.158 -0.587
H -1.308 -1.887 -3.773 0.432 0.445 -0.701
H 0.314 -0.231 -4.287 0.269 0.493 0.078
H 1.324 -1.633 -3.972 0.251 0.205 -0.138
H 2.314 -0.120 -2.876 0.271 0.229 0.565
H -1.625 -2.015 -1.479 -0.047 0.180 0.642
C -3.705 0.594 -0.197 -2.369 -0.434 -0.452
C -3.627 -0.621 0.669 2.294 0.651 0.050
O -2.255 -1.049 0.539 -0.669 -0.451 0.130
H -3.696 0.292 -1.244 0.322 0.458 -0.134
H -3.093 1.461 0.053 0.357 -0.512 0.091
H -4.731 0.860 0.058 -0.355 0.827 -0.666
H -4.257 -1.466 0.392 -0.444 0.384 -0.068
H -3.857 -0.221 1.657 0.201 -0.778 0.505
H -2.073 -1.609 1.297 0.703 -0.014 0.434



4.
45
Properties=species:S:1:pos:R:3:forces:R:3 method="wB97M-V/def2-TZVPD" relative_energy_kcal_mol=35.6 total_charge=0 spin_multiplicity=1 homo_lumo_gap_ev=11.0 smiles=ClCCl.ClCCl.ClCCl.ClCCl.ClCCl.ClCCl.ClCCl.ClCCl.ClCCl
Cl -0.242 6.226 4.935 -0.059 -0.260 0.308
C -0.157 6.578 6.680 0.866 0.072 -0.179
Cl -1.207 7.889 7.109 -0.744 0.579 0.286
H -0.393 5.713 7.300 0.020 0.015 -0.424
H 0.850 6.951 6.866 -0.083 -0.410 0.008
Cl 1.688 3.353 -8.613 0.084 -0.716 0.440
C 1.015 1.979 -7.678 -0.464 0.288 0.159
Cl -0.745 2.250 -7.470 0.313 -0.335 -0.074
H 1.191 1.028 -8.183 -0.141 0.364 -0.224
H 1.418 1.913 -6.668 0.211 0.394 -0.298
Cl -5.993 -3.112 -5.487 0.257 -0.442 -0.085
C -4.458 -4.002 -5.548 0.726 0.092 0.614
Cl -4.526 -5.690 -6.096 -0.283 0.368 -0.257
H -3.751 -3.423 -6.142 -0.308 -0.286 -0.259
H -4.033 -4.083 -4.547 -0.391 0.270 -0.012
Cl -6.382 4.220 -2.831 -0.578 -0.565 1.017
C -7.219 3.382 -1.432 0.511 0.112 -0.406
Cl -6.067 2.587 -0.322 -0.240 0.270 -0.355
H -7.773 4.125 -0.858 0.165 -0.101 -0.273
H -7.861 2.604 -1.845 0.145 0.282 0.019
Cl 2.844 -4.651 -5.537 0.282 0.013 -0.088
C 3.484 -5.716 -4.269 -1.138 0.254 0.687
Cl 5.175 -6.120 -4.399 0.110 -0.131 -0.232
H 3.326 -5.206 -3.318 0.194 0.057 -0.189
H 2.822 -6.583 -4.265 0.548 -0.188 -0.176
Cl 5.148 -1.960 9.152 -0.798 -0.585 -0.410
C 3.436 -2.143 8.588 0.162 0.867 0.910
Cl 2.796 -0.460 8.388 -0.006 -0.932 -0.365
H 3.348 -2.774 7.703 0.304 0.581 -0.126
H 2.838 -2.583 9.385 0.336 0.071 -0.013
Cl 0.227 -0.529 -0.682 0.123 -0.005 0.253
C 0.755 0.002 0.932 -0.313 0.450 -0.034
Cl 0.716 -1.314 2.136 0.197 0.449 -0.407
H 1.737 0.464 0.831 0.050 -0.567 0.159
H 0.072 0.788 1.255 -0.061 -0.328 0.029
Cl -4.592 -0.353 6.194 0.161 0.116 -0.105
C -4.753 -2.051 5.725 -0.215 0.118 -0.047
Cl -4.216 -3.124 7.012 -0.004 -0.200 0.140
H -5.819 -2.199 5.553 0.312 -0.232 -0.100
H -4.136 -2.262 4.852 -0.248 0.200 0.109
Cl 9.007 1.835 -4.164 -0.202 0.219 0.015
C 7.901 1.744 -2.799 0.399 -0.104 1.255
Cl 6.555 0.648 -3.048 -0.315 -0.080 -0.234
H 8.450 1.351 -1.944 0.130 -0.115 -0.285
H 7.527 2.708 -2.452 -0.015 0.079 -0.750



5.
33
Properties=species:S:1:pos:R:3:forces:R:3 method="wB97M-V/def2-TZVPD" relative_energy_kcal_mol=94.9 total_charge=+1 spin_multiplicity=1 homo_lumo_gap_ev=8.5 smiles=NC[C@@H]1O[C@@H](CCCCl)[NH2+][C@@]1(I)CCF
N 1.533 -1.561 2.749 -0.507 0.732 -1.028
C 0.529 -1.884 1.661 0.665 -0.413 0.248
C -0.043 -0.561 0.875 0.896 -0.547 -1.424
O 0.259 0.777 1.474 -2.146 -1.000 -2.200
C -0.466 1.708 0.597 1.272 3.452 2.925
C 0.354 2.633 -0.480 -0.498 -0.575 -1.450
C 1.288 1.796 -1.540 0.633 0.947 -0.260
C 2.700 1.235 -0.926 0.325 -1.037 -1.441
Cl 3.570 2.394 0.232 -1.005 -0.928 -1.063
N -1.726 0.981 0.182 -1.983 0.541 1.598
C -1.629 -0.531 0.467 0.912 -0.651 -1.463
I -3.074 -1.143 2.032 1.025 0.726 -0.255
C -2.170 -1.320 -0.859 -0.465 -1.522 -0.171
C -1.139 -2.420 -1.497 -0.466 -0.161 -1.284
F -1.379 -3.771 -0.936 0.541 3.118 -0.952
H 2.479 -1.342 2.357 -1.364 -0.177 0.436
H 1.231 -0.757 3.350 0.347 -1.097 -0.914
H -0.312 -2.579 2.109 1.437 1.728 -0.929
H 1.104 -2.552 0.862 -1.388 1.506 1.630
H 0.590 -0.509 -0.110 -1.536 -0.302 1.360
H -0.886 2.530 1.352 1.040 -1.682 -1.530
H -0.472 3.189 -1.138 1.567 -1.198 1.474
H 0.968 3.518 0.033 -1.355 -2.412 -0.770
H 0.714 0.914 -2.089 1.116 1.747 1.302
H 1.584 2.571 -2.398 -0.677 -1.711 1.909
H 2.634 0.197 -0.388 -0.084 2.156 -0.873
H 3.427 1.075 -1.856 -1.532 0.409 2.161
H -2.159 1.286 -0.718 0.757 -0.614 0.470
H -2.433 1.275 0.921 0.829 -0.142 -1.235
H -3.135 -1.931 -0.514 2.255 1.290 -1.054
H -2.566 -0.605 -1.726 1.172 -1.280 1.908
H -1.375 -2.458 -2.667 0.435 -0.255 2.669
H -0.002 -2.156 -1.411 -2.214 -0.645 0.206



6.
30
Properties=species:S:1:pos:R:3:forces:R:3 method="wB97M-V/def2-TZVPD" relative_energy_kcal_mol=97.1 total_charge=0 spin_multiplicity=1 homo_lumo_gap_ev=6.5
Cs -0.941 0.046 3.229 -3.518 1.769 7.069
C 2.477 1.321 0.051 1.171 -0.731 0.708
C 1.025 0.980 -0.102 -1.191 -0.566 0.920
C 0.897 0.592 -1.595 -2.617 -0.192 -1.599
C -0.422 -0.154 -2.010 0.148 -0.992 1.763
C -0.660 -1.340 -1.061 0.338 0.687 -0.705
C -0.654 -1.023 0.465 1.037 0.572 -1.801
N 0.635 -0.164 0.805 -0.490 -1.366 -0.359
O 0.870 0.038 2.258 5.196 0.075 -5.588
C -0.479 -2.374 1.061 0.117 -1.271 1.702
C -2.061 -0.505 0.892 -1.428 0.927 -0.943
C 0.218 2.270 0.198 0.017 0.145 -0.731
H 3.089 0.464 -0.232 0.023 0.000 -0.438
H 2.821 1.488 1.071 -0.513 0.476 0.152
H 2.681 2.181 -0.586 0.295 -0.078 0.045
H 1.711 0.077 -2.106 0.372 -0.225 0.869
H 0.726 1.457 -2.236 0.781 0.844 0.458
H -0.380 -0.592 -3.007 0.250 0.407 -0.193
H -1.322 0.458 -1.959 0.149 0.526 -0.087
H 0.092 -2.085 -1.322 0.407 -0.021 0.502
H -1.586 -1.834 -1.357 -0.337 0.059 0.404
H -1.152 -3.138 0.673 -0.488 0.350 -0.212
H -0.701 -2.293 2.125 0.163 -0.615 0.194
H 0.496 -2.855 0.974 0.276 0.680 -0.119
H -2.186 0.570 0.763 0.779 0.525 0.539
H -2.307 -0.748 1.926 -1.126 -0.588 -1.823
H -2.998 -0.685 0.364 0.374 -1.524 -0.922
H 0.945 3.077 0.112 -0.425 0.390 0.087
H -0.282 2.351 1.163 0.354 -0.360 0.169
H -0.552 2.421 -0.559 -0.115 0.095 -0.061



7.
36
Properties=species:S:1:pos:R:3:forces:R:3 method="wB97M-V/def2-TZVPD" total_charge=0 spin_multiplicity=1 homo_lumo_gap_ev=9.2 smiles="O=S(=O)(P)C(F)(F)F.C1CCOC1.C1CCOC1"
O 1.254 -1.174 0.748 1.072 0.146 -0.757
S 1.892 -2.274 1.415 -2.799 0.789 0.671
O 1.110 -2.814 2.488 0.736 -0.786 0.414
P 2.550 -3.795 0.095 2.438 -0.276 -0.110
C 3.457 -1.617 2.192 0.303 -0.918 -0.832
F 4.303 -1.278 1.221 0.042 0.364 0.000
F 4.012 -2.603 2.888 -0.001 0.110 0.336
F 3.192 -0.587 2.957 -0.113 0.090 0.109
H 2.120 -3.434 -1.186 -0.803 0.021 0.279
H 1.966 -4.986 0.536 -0.808 0.372 -0.082
C -3.645 -0.472 -0.255 0.042 -0.072 0.141
C -2.239 -0.264 -0.808 -0.122 -0.044 -0.146
C -1.667 -1.671 -0.738 -0.063 -0.086 0.198
O -2.771 -2.570 -0.917 0.012 0.090 -0.008
C -3.998 -1.844 -0.814 0.010 0.012 -0.161
H -4.353 0.300 -0.552 0.005 -0.004 -0.029
H -3.615 -0.507 0.836 -0.023 -0.004 -0.003
H -2.292 0.068 -1.846 0.046 0.047 0.016
H -1.651 0.460 -0.253 -0.043 -0.022 -0.022
H -1.220 -1.870 0.239 0.051 0.050 -0.011
H -0.917 -1.859 -1.508 -0.032 -0.068 -0.019
H -4.434 -1.763 -1.816 -0.070 0.039 0.033
H -4.692 -2.396 -0.178 0.041 -0.064 -0.007
C 1.602 2.760 0.405 0.093 -0.037 -0.105
C 1.278 3.994 -0.431 -0.075 0.076 0.089
C 0.492 3.389 -1.586 0.048 -0.117 -0.078
O -0.183 2.241 -1.065 0.184 0.127 0.064
C 0.339 1.929 0.235 -0.150 0.100 0.072
H 1.826 2.981 1.447 -0.023 0.003 0.006
H 2.458 2.232 -0.024 -0.006 -0.013 0.019
H 0.641 4.673 0.140 0.006 0.009 -0.013
H 2.156 4.547 -0.760 0.005 -0.016 -0.018
H 1.159 3.059 -2.390 0.024 0.076 -0.012
H -0.241 4.079 -2.006 -0.045 -0.049 -0.010
H -0.419 2.203 0.979 0.066 0.009 0.060
H 0.526 0.862 0.309 -0.048 0.045 -0.081